(1)
Below is 11 unconnected molecules or ions with the total composition C35H77N4O13PSi at a distorted geometry, with properties calculated with ωB97M-V with the def2-TZVPD basis set.

Cartesian coordinates (Å):
N: 4.04734 -3.21351 1.59004
P: 3.32061 -2.77354 0.04284
O: 4.41818 -3.35358 -1.15823
Si: 3.26364 -0.58747 -0.26254
C: 4.47753 0.38927 0.90648
C: 5.97639 0.30916 0.32711
C: 6.95764 -0.50252 1.29849
O: 8.20137 -0.55320 1.09915
O: 6.49698 -1.21623 2.46069
C: 1.51407 0.18057 -0.24909
C: 0.68311 -0.02864 1.10165
N: -0.54418 0.85155 0.98419
N: 0.19645 -1.42357 1.30128
N: 1.37811 0.42227 2.33772
H: 3.86493 -4.23261 1.68686
H: 5.07933 -3.16781 1.46134
H: 4.05815 -4.16150 -1.57234
H: 3.80489 -0.35101 -1.62678
H: 4.14617 1.49245 0.85219
H: 4.36335 0.05962 1.98825
H: 5.98162 -0.23868 -0.68750
H: 6.39501 1.37526 0.22798
H: 7.18314 -1.00913 3.13918
H: 0.93894 -0.23145 -1.15676
H: 1.66063 1.31655 -0.39271
H: -0.25115 1.83353 1.08307
H: -1.00789 0.69049 0.07444
H: -0.66126 -1.37158 1.87860
H: -0.03890 -1.76946 0.35271
H: 1.90678 -0.36179 2.75810
H: 0.62379 0.65317 3.01409
C: -0.90297 -0.16692 -3.77487
C: -0.19274 -1.49181 -3.68942
O: 0.11711 -1.97409 -2.61396
C: 0.11923 -2.19595 -4.98266
H: -1.06241 0.22446 -2.76803
H: -0.29480 0.54513 -4.33350
H: -1.87403 -0.29683 -4.25796
H: 0.77305 -1.57410 -5.59632
H: -0.80547 -2.41548 -5.51887
H: 0.63094 -3.13610 -4.76855
C: -1.45329 5.35821 -1.34597
C: -1.23709 4.93652 0.08397
O: -0.24045 4.32334 0.41830
C: -2.29973 5.30161 1.08449
H: -0.60779 5.02699 -1.95287
H: -2.36435 4.89897 -1.73512
H: -1.52292 6.44654 -1.40600
H: -3.24891 4.84040 0.80457
H: -2.40683 6.38757 1.13465
H: -2.00995 4.93271 2.06898
C: -4.67865 3.48833 5.73795
C: -3.58085 3.91285 4.79817
O: -3.82755 4.29728 3.66932
C: -2.16669 3.84298 5.30653
H: -5.64368 3.59068 5.23709
H: -4.54087 2.44310 6.02216
H: -4.67523 4.12502 6.62514
H: -1.91730 2.81504 5.57115
H: -2.05062 4.49517 6.17409
H: -1.48368 4.17781 4.52321
C: 0.56976 -5.45607 -8.14392
C: 0.46174 -4.00758 -8.53770
O: 0.47553 -3.12204 -7.70235
C: 0.33596 -3.69717 -10.00540
H: 0.65460 -5.53042 -7.05745
H: -0.32356 -5.99476 -8.46341
H: 1.45966 -5.89851 -8.59569
H: -0.56804 -4.15947 -10.40692
H: 1.21567 -4.06215 -10.53925
H: 0.26701 -2.61578 -10.14173
C: 1.87492 1.31757 6.17399
C: 1.35320 2.69784 6.46932
O: 0.15930 2.91189 6.58682
C: 2.36236 3.80507 6.61352
H: 1.03512 0.62314 6.09586
H: 2.41632 1.32039 5.22488
H: 2.52915 0.98618 6.98222
H: 2.92550 3.91778 5.68451
H: 3.03810 3.58486 7.44095
H: 1.84314 4.74280 6.82436
C: -2.17449 -8.35162 -9.49641
C: -1.70556 -7.68980 -10.76533
O: -0.67367 -7.04569 -10.79871
C: -2.56338 -7.85631 -11.99135
H: -1.45991 -8.14803 -8.69634
H: -3.14828 -7.95145 -9.20630
H: -2.23802 -9.43187 -9.64217
H: -3.55443 -7.43416 -11.81182
H: -2.64413 -8.91474 -12.24763
H: -2.10404 -7.32742 -12.82884
C: 4.20837 2.54428 10.62396
C: 4.58408 1.75681 9.39724
O: 3.80694 1.62235 8.46978
C: 5.95762 1.14223 9.36160
H: 3.19229 2.92783 10.51069
H: 4.24304 1.89949 11.50449
H: 4.88978 3.38872 10.74667
H: 6.06994 0.43520 10.18618
H: 6.71665 1.92449 9.42826
H: 6.08965 0.60565 8.41991
C: -2.46009 -2.97114 4.39175
C: -3.11921 -1.90366 3.55818
O: -2.49776 -1.29160 2.70967
C: -4.57540 -1.62302 3.81479
H: -1.41234 -3.06480 4.09774
H: -2.50427 -2.69789 5.44815
H: -2.95663 -3.92986 4.22811
H: -4.71363 -1.28988 4.84578
H: -5.16619 -2.52178 3.62503
H: -4.91576 -0.83296 3.14364
C: 2.00162 4.23230 -3.79920
C: 0.93566 3.36056 -4.40798
O: 0.17149 2.71897 -3.71230
C: 0.85238 3.31381 -5.91098
H: 1.94330 4.16809 -2.71050
H: 2.98850 3.89008 -4.11783
H: 1.84728 5.27152 -4.09756
H: 1.78823 2.93082 -6.32345
H: 0.64693 4.31206 -6.30315
H: 0.04009 2.64705 -6.20805
C: -7.90103 2.04204 1.12928
C: -7.18553 0.71970 1.20904
O: -6.86797 0.23692 2.27887
C: -6.87830 0.01837 -0.08741
H: -8.05562 2.43102 2.13760
H: -7.29784 2.75763 0.56672
H: -8.87428 1.90992 0.65177
H: -6.22977 0.64428 -0.70396
H: -7.80618 -0.20365 -0.61895
H: -6.36181 -0.92042 0.12259

The calculation puts the LUMO energy at 0.595 eV. The HOMO energy is -7.189 eV. As for the SMILES: NP(O)[Si@H](CCC(=O)O)CC(N)(N)N.CC(C)=O.CC(C)=O.CC(C)=O.CC(C)=O.CC(C)=O.CC(C)=O.CC(C)=O.CC(C)=O.CC(C)=O.CC(C)=O. The frontier orbital gap is 7.785 eV.

(2)
Below is 2 unconnected molecules or ions with the total composition CH5NO2 at a distorted geometry, with properties calculated with ωB97M-V with the def2-TZVPD basis set.

Cartesian coordinates (Å):
C: 2.21873 0.27315 0.02250
H: 1.44531 0.18159 0.85217
H: 2.18415 1.19255 -0.60318
H: -0.53785 -0.40455 0.78699
H: -2.38036 0.77789 -0.31984
H: -2.78333 -0.78074 -0.58464
N: -2.28531 -0.16941 0.07309
O: 3.02207 -0.63735 -0.09576
O: -0.88340 -0.43312 -0.13133

The calculation puts the LUMO energy at 0.785 eV. The calculation puts the relative energy (zero: lowest compared OMol25 entry of this formula, charge and spin) at 3.3741 eV. The HOMO energy is -10.243 eV. As for the SMILES: C=O.NO. The frontier orbital gap is 11.029 eV.

| no. | M (g mol⁻¹) |
| --- | --- |
| 1 | 821.08 |
| 2 | 63.06 |